{"formula": "C87H123BrN17O4P", "method": "the ωB97M-V functional and the def2-TZVPD basis", "elements": ["P", "O", "O", "O", "O", "C", "C", "C", "N", "C", "C", "C", "C", "C", "C", "H", "H", "H", "H", "H", "H", "H", "H", "H", "H", "H", "H", "H", "H", "H", "H", "H", "H", "H", "H", "C", "N", "C", "C", "C", "C", "C", "C", "C", "C", "N", "C", "C", "C", "H", "H", "H", "H", "H", "H", "H", "H", "H", "H", "H", "H", "H", "H", "C", "N", "C", "C", "C", "C", "C", "C", "C", "C", "N", "C", "C", "C", "H", "H", "H", "H", "H", "H", "H", "H", "H", "H", "H", "H", "H", "H", "C", "N", "C", "C", "C", "C", "C", "C", "C", "C", "N", "C", "C", "C", "H", "H", "H", "H", "H", "H", "H", "H", "H", "H", "H", "H", "H", "H", "C", "N", "C", "C", "C", "C", "C", "C", "C", "C", "N", "C", "C", "C", "H", "H", "H", "H", "H", "H", "H", "H", "H", "H", "H", "H", "H", "H", "C", "N", "C", "C", "C", "C", "C", "C", "C", "C", "N", "C", "C", "C", "H", "H", "H", "H", "H", "H", "H", "H", "H", "H", "H", "H", "H", "H", "C", "C", "N", "C", "C", "N", "C", "C", "H", "H", "H", "H", "H", "H", "H", "H", "H", "H", "H", "C", "C", "N", "C", "C", "N", "C", "C", "H", "H", "H", "H", "H", "H", "H", "H", "H", "H", "H", "C", "C", "N", "C", "C", "N", "C", "C", "H", "H", "H", "H", "H", "H", "H", "H", "H", "H", "H", "Br"], "xyz": [[0.484721, 0.279681, -0.808796], [-0.245359, -0.222509, 0.426654], [1.895371, -0.287289, -0.740706], [0.562641, 1.850331, -0.812026], [-0.207299, -0.291529, -2.128796], [2.056361, 6.448041, -3.105406], [1.148011, 6.537761, -1.877366], [0.134121, 5.393221, -1.645486], [-0.615719, 5.439101, -0.352076], [-1.233439, 6.807291, -0.132676], [-2.327399, 6.844931, 1.014424], [-3.500889, 5.807981, 0.790764], [-2.845959, 4.351661, 0.705004], [-1.764609, 4.352171, -0.412576], [0.277001, 5.002121, 0.886944], [3.009281, 5.997511, -2.827806], [2.270731, 7.443541, -3.494176], [1.625041, 5.784901, -3.855276], [0.691441, 7.522201, -1.979906], [1.816221, 6.714371, -1.034516], [0.540951, 4.390961, -1.779886], [-0.639349, 5.344351, -2.411946], [-1.658869, 7.115411, -1.087756], [-0.392609, 7.472381, 0.064214], [-2.723759, 7.845211, 1.188924], [-1.687179, 6.805001, 1.895684], [-4.103489, 6.042601, -0.086686], [-4.176889, 5.786801, 1.645564], [-3.691599, 3.783791, 0.317024], [-2.497959, 4.033401, 1.687704], [-2.346569, 4.609691, -1.297506], [-1.351339, 3.355131, -0.564986], [1.146061, 5.659011, 0.850264], [0.517161, 3.942521, 0.799474], [-0.127839, 5.305331, 1.852484], [-2.961939, 1.457141, -0.986526], [-3.632509, 0.190071, -1.042536], [-3.035249, -0.996919, -0.832416], [-3.809699, -2.136539, -0.890136], [-5.184049, -2.160869, -1.027356], [-5.791519, -0.919759, -1.302546], [-4.986859, 0.254961, -1.339206], [-5.908029, -3.448499, -1.029746], [-5.717079, -4.267079, 0.052774], [-6.091749, -5.644329, -0.024816], [-6.869559, -6.074139, -1.084196], [-7.255329, -5.194639, -2.073416], [-6.873529, -3.797339, -2.009256], [-7.143709, -7.571909, -1.249456], [-3.448949, 2.225161, -1.587416], [-1.982389, 1.245151, -1.415046], [-2.640289, 1.704591, 0.025114], [-1.969649, -1.078009, -0.676476], [-3.312629, -3.064019, -0.647016], [-6.824739, -0.968729, -1.613096], [-5.406339, 1.226561, -1.554696], [-5.113859, -3.978819, 0.900964], [-6.008249, -6.329289, 0.805994], [-7.820689, -5.589749, -2.904476], [-7.292069, -3.161299, -2.775206], [-6.278089, -8.162709, -1.549056], [-8.041359, -7.753009, -1.840646], [-7.362379, -7.992779, -0.268056], [3.175031, 3.078331, -2.353396], [4.254721, 2.458151, -1.571566], [3.887191, 1.749311, -0.456896], [4.908931, 1.094551, 0.326184], [6.271211, 1.292891, -0.041526], [6.508441, 1.986461, -1.245866], [5.549561, 2.657471, -1.980616], [7.422851, 0.695041, 0.685284], [8.515411, 0.118151, 0.037404], [9.679491, -0.212599, 0.716974], [9.568581, -0.379749, 2.038654], [8.545861, 0.059871, 2.777974], [7.504161, 0.652741, 2.071934], [10.761641, -0.801969, 2.797584], [2.455001, 2.314721, -2.647616], [3.608561, 3.710121, -3.128636], [2.659481, 3.772361, -1.689606], [2.820231, 1.695271, -0.298586], [4.614021, 0.357361, 1.058284], [7.534111, 2.099611, -1.564616], [5.592511, 3.303701, -2.844876], [8.442291, 0.192361, -1.037556], [10.626431, -0.512969, 0.293324], [8.526541, -0.056659, 3.851494], [6.651271, 0.991821, 2.641144], [10.331031, -1.608559, 3.390944], [11.128461, 0.023041, 3.408234], [11.428371, -1.233219, 2.050864], [1.402291, -4.113159, -4.221096], [1.206761, -4.256629, -2.745206], [1.693341, -5.353609, -2.182866], [1.640781, -5.467399, -0.796366], [1.274651, -4.349439, 0.022744], [0.737111, -3.224569, -0.631256], [0.749591, -3.165329, -1.976186], [1.497511, -4.411359, 1.471384], [1.778541, -3.257779, 2.194544], [1.758511, -3.206889, 3.618504], [1.300411, -4.265749, 4.324784], [0.983431, -5.392599, 3.643544], [1.036281, -5.464739, 2.256194], [1.282821, -4.331449, 5.811684], [0.549911, -3.558649, -4.613616], [1.498731, -5.113239, -4.643756], [2.275201, -3.460499, -4.208306], [2.121251, -6.084649, -2.852846], [2.175111, -6.340039, -0.450866], [0.307661, -2.416289, -0.057976], [0.557171, -2.286439, -2.573616], [2.235881, -2.397059, 1.729354], [2.056911, -2.319089, 4.156244], [0.655041, -6.225949, 4.246944], [0.627521, -6.370119, 1.832414], [0.605141, -5.084349, 6.214164], [0.948331, -3.351299, 6.151554], [2.254651, -4.483899, 6.281164], [-2.012169, -2.114889, 2.620954], [-3.175179, -2.114869, 3.462514], [-3.973789, -1.003699, 3.342624], [-5.149839, -0.911719, 4.103524], [-5.546649, -2.005389, 4.946764], [-4.756159, -3.193449, 4.887294], [-3.581729, -3.250929, 4.152674], [-6.733019, -1.799919, 5.800964], [-7.930999, -1.452759, 5.179994], [-9.077969, -1.313329, 6.022254], [-9.040679, -1.488779, 7.368784], [-7.888819, -1.791369, 7.917944], [-6.687459, -1.979849, 7.184584], [-10.248209, -1.358079, 8.235624], [-2.268199, -2.505169, 1.635954], [-1.271109, -2.818149, 3.000904], [-1.537069, -1.137729, 2.534094], [-3.683759, -0.263319, 2.611774], [-5.733649, -0.003759, 4.069354], [-5.129419, -3.989649, 5.514314], [-2.924189, -4.105259, 4.088214], [-8.081469, -1.623899, 4.124304], [-10.099999, -1.174939, 5.701754], [-7.826749, -2.062729, 8.961454], [-5.761999, -2.232819, 7.680504], [-10.753669, -0.467999, 7.860984], [-10.016269, -1.218039, 9.291414], [-10.818039, -2.283619, 8.153354], [7.525431, 0.919721, 8.109374], [6.722661, 1.086601, 6.891664], [6.576451, 2.340591, 6.345404], [5.512341, 2.555371, 5.495504], [4.677151, 1.527791, 5.070824], [4.881941, 0.284571, 5.702964], [6.006551, 0.047591, 6.545534], [3.435871, 1.678401, 4.241914], [2.598591, 2.820081, 4.474934], [1.289081, 2.899301, 3.917294], [0.977171, 1.903101, 3.072114], [1.853961, 0.873211, 2.688024], [3.065531, 0.713421, 3.325064], [-0.445589, 2.085081, 2.528394], [8.066361, -0.023699, 8.183214], [6.868921, 1.076971, 8.965164], [8.298881, 1.686891, 8.145754], [7.151161, 3.166151, 6.738534], [5.346531, 3.580141, 5.197604], [4.197021, -0.534699, 5.541464], [6.305991, -0.836899, 7.088134], [2.928721, 3.557231, 5.191884], [0.595991, 3.694661, 4.148454], [1.484541, 0.382121, 1.799894], [3.705441, -0.152689, 3.242854], [-0.396019, 2.130291, 1.440464], [-0.921679, 2.972981, 2.944424], [-1.164639, 1.300041, 2.762474], [-2.250279, -3.844689, -5.458476], [-2.993779, -3.404619, -4.187376], [-3.390679, -2.038999, -4.405436], [-2.597889, -0.971459, -4.131956], [-3.380519, 0.192271, -4.525726], [-4.602779, -0.255299, -5.055196], [-4.530739, -1.631799, -5.022946], [-5.729209, 0.561631, -5.558026], [-3.075439, -3.799709, -6.169236], [-1.804599, -4.833259, -5.348016], [-1.482439, -3.134589, -5.765516], [-2.346179, -3.362759, -3.311606], [-3.822359, -4.029679, -3.854416], [-1.575519, -0.933379, -3.785986], [-3.224979, 1.243861, -4.335056], [-5.249139, -2.353829, -5.382056], [-6.027209, 1.479241, -5.050786], [-6.520619, -0.184589, -5.628136], [-5.350929, 0.967901, -6.496076], [6.908271, 1.476891, -5.047786], [6.400961, 0.108131, -5.455266], [5.495491, -0.391059, -4.325586], [4.193091, 0.125911, -4.069826], [3.648201, -0.709869, -3.113136], [4.563891, -1.729709, -2.822096], [5.658761, -1.518089, -3.587726], [4.405231, -2.487129, -1.598796], [6.424391, 2.373591, -5.434916], [7.863531, 1.621721, -5.552356], [7.070111, 1.594291, -3.976276], [7.295901, -0.507069, -5.361956], [5.986571, 0.201211, -6.459116], [3.841851, 1.035991, -4.533266], [2.679541, -0.738149, -2.636376], [6.531941, -2.142729, -3.470296], [3.838291, -2.019559, -0.793776], [5.420331, -2.748429, -1.299836], [3.867271, -3.408919, -1.820176], [-3.857139, 3.206551, -7.094836], [-2.414679, 3.743021, -7.158696], [-1.607519, 3.171461, -6.122436], [-1.719669, 3.348201, -4.672216], [-0.942369, 2.414651, -4.052336], [-0.283509, 1.795661, -5.100626], [-0.742219, 2.205141, -6.342986], [0.731571, 0.709111, -5.037266], [-4.240509, 3.793571, -6.260246], [-3.997359, 2.129101, -7.008006], [-4.374179, 3.584431, -7.976866], [-2.465069, 4.828891, -7.078356], [-1.925739, 3.560691, -8.115666], [-2.596099, 3.901971, -4.369556], [-0.797149, 2.051391, -3.045676], [-0.557559, 1.736621, -7.298396], [1.336881, 0.994301, -4.176816], [1.346001, 0.817741, -5.931006], [0.185921, -0.227979, -4.926676], [-0.110469, -0.661709, 5.307994]], "atomic_forces_ev_per_a": [[0.0202, 0.6081, -1.3421], [-1.6222, -0.5061, 1.0804], [1.8529, -0.5814, -0.1680], [-0.4174, -0.4862, -0.2656], [-0.2539, 0.6650, 0.5429], [0.0986, -0.9639, 0.1829], [0.0250, 0.8363, 0.2828], [0.3649, 0.0546, -0.6850], [-1.1016, -2.1417, 2.5087], [-1.0916, 0.4236, 0.3545], [0.5919, -0.1872, -0.9355], [2.3967, -0.5473, 1.3675], [-0.2570, 2.4914, -1.0108], [-0.5927, 0.6459, 0.0121], [0.0602, 1.5517, -1.3063], [0.1363, 0.0579, -0.0486], [-0.1359, -0.2375, -0.1808], [-0.0831, 0.3164, -0.3992], [-0.7632, -0.2740, 0.1310], [-0.1308, -0.4380, 0.4128], [0.5097, -0.1340, 0.6743], [-0.1460, 0.7578, -0.1487], [-0.0180, -0.1502, -0.1130], [-0.2014, 0.0849, 0.2120], [-0.0311, 0.2161, -0.8745], [-0.6362, -1.0415, 0.6772], [0.2810, 0.0430, -0.1386], [0.0397, 0.3090, -0.0131], [0.3470, -0.7095, 0.2918], [-0.1005, -0.1256, -0.1209], [0.2468, 0.1766, -0.3153], [0.8416, 0.2902, 0.0456], [0.3339, -0.3561, -0.3927], [-0.0535, 0.1883, -0.2070], [-0.8496, -0.3720, -0.3335], [2.5103, -0.1431, -0.3590], [-2.9975, -0.3506, -0.2814], [-0.6393, 0.1423, -0.5060], [0.2384, -0.8451, 1.1731], [0.0024, 1.5898, -0.8897], [1.3184, 0.5145, -0.5646], [-0.1549, -2.4166, 0.6254], [-1.7169, 0.8850, -0.6558], [0.5379, -3.5603, -0.0572], [-2.0035, 1.8140, -0.8717], [1.1258, 0.3132, -0.6676], [1.0173, 1.4212, 1.6563], [0.4883, -2.9895, 0.5001], [-0.4686, -0.0495, 1.1172], [-0.2514, -0.1272, 0.5219], [0.3112, 0.1549, -0.4123], [-0.7749, 0.2122, 0.1223], [0.5543, 0.7806, 0.1836], [0.2224, -0.1735, -0.2637], [-0.2218, 0.7747, 0.2534], [0.0827, 0.0378, 0.0497], [0.0012, 0.1280, 0.0152], [0.3566, -0.1897, -0.1258], [-0.2355, -0.1092, 0.0923], [0.3285, 0.2056, -0.0627], [0.1439, 0.6484, -0.6435], [0.3073, 0.2965, -0.2880], [-0.2066, 0.3873, 0.2215], [-0.1728, 0.7196, 0.6322], [0.1788, -0.0089, 0.9972], [2.4586, -0.4389, -0.3587], [-0.0958, 1.1601, -1.8235], [-1.7780, -0.4207, -0.8068], [1.0233, 0.9849, -0.0439], [-1.7888, -1.5437, 1.5935], [0.8692, -0.8897, 0.7471], [-0.1042, 1.6541, -1.1556], [-1.5603, -1.0304, 0.0740], [1.4070, 1.4388, 0.9206], [-1.4523, 0.5374, -2.0844], [-1.1061, -0.2205, 1.2227], [-0.5517, -1.1845, -0.2181], [0.1169, 0.1039, -0.1678], [-0.1214, -0.4812, -0.2764], [-0.1463, -0.1591, 0.0152], [-0.3413, -0.3113, 0.1345], [-0.0577, 0.3613, 0.2877], [0.1356, 0.1707, -0.0351], [0.8580, -0.1798, -0.0431], [0.7576, -0.4451, -0.1934], [-0.0641, 0.0777, -0.3465], [0.3790, -0.0885, -0.0751], [0.0153, 0.3149, 0.1968], [0.7788, -0.1012, 0.4420], [0.2785, -0.1950, -0.2546], [0.4970, 0.2326, 0.6144], [-0.2899, 0.8701, 1.3689], [-0.4187, 1.4077, 0.7334], [-0.9236, 0.2882, 0.9813], [1.0834, 1.0119, 0.2252], [0.6609, -2.0859, -2.0248], [0.0652, -0.4636, 1.5057], [0.9324, -1.9016, -2.8373], [-1.9216, 0.9262, 1.3370], [1.4162, 0.4419, 1.6829], [-0.4930, -0.6171, -1.1854], [0.8658, -0.9418, -0.5264], [-0.0371, 0.3628, -0.3837], [-0.2135, -0.7701, 0.5541], [-0.2115, 1.2284, 0.7259], [0.1096, -0.2495, -0.1630], [0.2377, 0.4109, -0.2429], [0.2282, -0.3490, -1.1075], [-0.0583, -0.3168, 0.1880], [-0.2886, -0.1219, 0.6734], [0.2328, 0.6666, 0.0180], [-0.5939, 0.4780, 0.3591], [-0.4115, 0.2619, -0.3260], [-0.2405, 0.0066, 0.1830], [-0.0420, -0.0838, -0.0426], [0.2327, -0.1584, -0.1973], [-0.0185, -0.0643, -0.5660], [-0.2042, 0.0834, -0.0018], [0.2500, -0.2279, -0.6385], [1.4537, -0.9402, -0.7183], [-2.0681, -0.0140, 0.1677], [-0.9209, -1.5530, 1.5423], [0.7242, -1.2403, 0.1044], [1.8740, 0.8859, -1.5340], [-0.7325, 1.1086, 0.5026], [-0.2682, 2.2019, -0.2193], [-0.0317, -0.3861, 0.3284], [-2.1603, -0.7290, 2.0278], [0.3342, -0.3746, -0.4499], [0.8040, 0.3288, -0.5694], [2.9491, -1.3222, 0.4083], [-1.3439, 0.6541, -0.4144], [-0.4792, 0.1831, -0.3766], [-0.2191, 0.2317, -0.1970], [0.0174, 0.2529, 0.3226], [-0.1297, -0.0926, 0.1105], [0.3016, 0.1088, 0.2828], [-0.0531, 0.0317, -0.0132], [0.4287, -0.5127, -0.1799], [-0.0037, 0.0302, 0.1472], [-0.0466, 0.6952, -0.1133], [0.0931, 0.2401, -0.6654], [-0.4487, 0.4185, 0.2734], [-0.1276, -0.0480, 0.2432], [-0.4147, -0.2945, 0.1894], [0.5045, 0.0661, -0.2420], [-0.2290, 0.2098, -0.2234], [1.3890, 0.8724, 0.7662], [1.2579, 1.7963, 0.1781], [-1.2795, -1.1922, 0.6372], [0.5174, 0.7543, -0.5317], [-0.3936, -1.3267, 1.4375], [1.2738, -0.7073, -0.3126], [-2.2751, 0.6112, -1.0735], [-0.6008, 2.1802, 0.9922], [-0.4274, -0.9617, -0.2662], [3.5312, -1.5957, 0.6633], [-1.1195, 0.3352, -0.5342], [-1.8454, 1.7728, 0.2409], [-0.6499, 0.3825, 0.3404], [0.1457, -0.6784, -0.7264], [-0.4550, -0.1855, -0.2815], [0.0025, -0.1845, -0.0056], [-0.1155, 0.0996, -0.0361], [0.3155, -0.1867, 0.0988], [0.0459, 0.0805, -0.2714], [-0.0316, -0.0668, -0.0535], [-0.6440, -0.4585, -0.2614], [-0.1426, 0.1518, -0.0069], [-0.0574, -0.1972, -0.0019], [-0.2145, -0.8551, -0.0208], [-0.1311, -0.1109, -0.6467], [0.2094, -0.0274, -0.0658], [0.7206, 0.1499, 0.0930], [0.8587, -0.5669, 0.3778], [-1.0153, -0.2553, 0.5710], [1.5973, -0.3813, 0.3483], [-1.3750, 1.5148, -0.8361], [-2.4213, 3.9816, -1.3130], [0.3519, -2.7112, 0.6689], [2.4288, -1.8081, 1.6840], [0.1252, 1.2061, 0.8176], [0.4998, -0.6531, -1.0738], [0.5926, -0.5965, -0.7579], [-0.3034, -0.0373, -0.2856], [-0.0869, 0.0997, 0.1639], [0.2350, -0.0009, 0.0581], [-0.2186, 0.0331, -0.6270], [0.0016, -0.3891, 0.6679], [0.2186, -0.1335, -0.2725], [-0.2457, 0.3147, -0.1004], [0.2890, -0.5310, 1.0425], [-0.3737, 0.7357, -0.5224], [-0.7682, -0.5730, -0.4173], [0.8158, 1.1484, -0.4756], [0.8446, 0.7525, 2.0469], [-1.3445, -1.0464, -0.7904], [1.1716, -1.8839, 1.1850], [0.4061, 0.2061, -1.3163], [-0.7205, 2.9107, -0.9396], [-0.5220, 0.9607, 0.3388], [0.7390, -1.6501, -0.0692], [-0.8977, -0.2524, 0.1215], [0.3565, -0.2287, 0.2183], [0.0855, -0.2118, -0.0811], [-0.4120, -0.5100, -0.6449], [-0.4645, -0.9378, 0.2933], [0.0495, -0.2452, -0.0859], [-0.1104, 0.4568, 0.4419], [0.1978, 0.1753, -0.5186], [0.1440, 0.8124, -0.4492], [-0.2097, -0.2091, 0.4069], [0.1410, -0.1869, -0.0481], [0.5118, 1.4562, -0.0629], [-1.0759, 0.2888, -1.2950], [0.8839, -0.5451, 2.8670], [-1.2255, -0.4378, -2.1291], [0.2505, 0.4344, -2.1289], [0.2346, -1.1303, -2.3689], [-0.0243, 0.1669, 3.0756], [-0.5068, 1.4838, 0.4892], [-0.7924, -0.6101, 0.2333], [0.4303, 0.2081, -0.0134], [-0.1197, -0.2041, -0.0232], [0.1821, -0.0303, 0.2270], [0.0569, -0.2206, 0.0643], [0.4505, 0.4006, 0.3616], [0.2834, 0.2494, 0.2779], [0.4480, 0.1783, 0.0207], [-0.0403, -0.7859, 0.1254], [-0.1733, -0.4637, -0.0318], [0.6608, -0.0623, 0.0458], [0.1725, -0.2445, -0.5968]], "charge": 10, "gap_ev": 5.11, "homo_ha": -0.874}